[1]
Here is one molecule with the formula C6H9N at a distorted geometry from the Open Molecules 2025 dataset. Energies are from the ωB97M-V functional and the def2-TZVPD basis.

Last column: Mulliken charge in e.
Atoms and positions in Å:
C  -1.325  1.564  0.383  -1.05
C  -0.193  0.884  0.164  0.02
C  -0.063  -0.575  -0.165  0.94
C  -1.084  -1.628  0.237  -1.29
C  1.412  -0.864  -0.130  -0.79
C  2.025  0.324  -0.208  -0.32
N  1.078  1.359  -0.209  -0.15
H  -2.254  1.022  0.539  0.26
H  -0.375  -0.020  -1.135  0.10
H  -1.409  2.610  0.105  0.28
H  -0.791  -2.628  -0.115  0.37
H  -2.025  -1.364  -0.248  0.36
H  -1.274  -1.706  1.319  0.28
H  1.884  -1.842  -0.152  0.35
H  3.076  0.550  -0.363  0.40
H  1.318  2.315  -0.024  0.24

Computed properties:
Energy relative to the best compared isomer or geometry (same formula, charge and spin) in kJ/mol: 221.6
Gap between HOMO and LUMO in eV: 8.44
Lowest unoccupied orbital energy in eV: 1.07
Structure (SMILES): C=C1NC=C[C@H]1C

=====

[2]
Here is C21H20LuN7O as an isolated structure at a distorted geometry from the Open Molecules 2025 dataset. Energies are from the ωB97M-V functional and the def2-TZVPD basis.

Last column: Mulliken charge in e.
Atoms and positions in Å:
Lu  11.075  12.389  5.435  1.57
C  15.806  10.584  4.664  -0.59
C  14.922  10.424  5.717  -1.02
C  13.914  11.404  5.913  0.27
C  13.885  12.549  5.117  0.10
C  14.789  12.745  4.119  -0.57
C  15.725  11.710  3.806  -0.78
N  12.918  13.446  5.523  -0.29
C  12.968  14.841  5.338  -0.02
C  14.111  15.686  5.226  -0.34
C  14.027  17.081  5.241  -0.88
C  12.778  17.681  5.501  -0.44
C  11.607  16.942  5.543  -0.77
C  11.742  15.537  5.412  0.82
N  10.679  14.640  5.417  0.40
N  9.548  15.116  5.166  -0.76
C  8.494  14.164  5.048  0.22
C  7.238  14.665  4.893  -0.27
C  6.139  13.786  4.661  -0.38
C  6.378  12.438  4.575  -0.67
C  7.713  11.976  4.803  -0.10
N  8.760  12.826  4.986  -0.42
H  16.616  9.916  4.504  0.46
H  14.840  9.563  6.387  0.47
H  13.305  11.356  6.821  0.56
H  14.766  13.618  3.552  0.70
H  16.441  11.877  2.993  0.46
H  15.082  15.186  5.208  0.55
H  14.881  17.681  5.087  0.48
H  12.695  18.738  5.617  0.41
H  10.645  17.384  5.594  0.48
H  7.190  15.744  4.781  0.47
H  5.184  14.235  4.530  0.46
H  5.608  11.674  4.363  0.38
H  7.917  10.919  4.858  0.40
C  12.291  6.698  4.538  -0.87
N  11.854  8.098  4.549  0.06
C  12.096  9.067  3.506  -0.48
C  11.387  10.274  4.007  0.95
O  11.425  11.413  3.508  -0.71
N  10.878  10.039  5.249  -0.47
C  11.103  8.702  5.469  0.53
N  10.489  8.042  6.485  -0.37
H  13.413  6.684  4.485  0.31
H  11.785  6.261  3.643  0.32
H  12.023  6.293  5.491  0.33
H  11.743  8.760  2.537  0.40
H  13.172  9.338  3.466  0.22
H  9.812  8.490  7.150  0.25
H  10.649  7.068  6.622  0.14

Computed properties:
Gap between HOMO and LUMO (alpha / beta) in eV: 5.82 / 5.81
Total charge: +2
Lowest unoccupied orbital energy (alpha / beta) in eV: -7.11 / -7.11